Formula: C43H88BN5O9
Source: the Open Molecules 2025 dataset
Level of theory: ωB97M-V/def2-TZVPD

```
! wB97M-V def2-TZVPD RIJCOSX def2/J DEFGRID3
* xyz 0 3
C 6.67537 -2.60486 -1.84819
C 6.01894 -2.71623 -3.21469
O 4.76054 -3.34587 -3.08616
C 3.73591 -2.89624 -3.93560
C 2.37056 -3.17850 -3.31580
C 1.88772 -4.61788 -3.57628
C 0.67268 -4.69382 -4.50280
C -0.03322 -6.04982 -4.47650
C -1.51584 -5.97863 -4.84142
N -1.79906 -5.05469 -5.96147
C -2.53317 -3.87254 -5.60272
N -3.59797 -3.95227 -4.92245
N -1.98800 -2.66086 -6.08320
O 2.39279 -2.91484 -1.91520
C 1.66578 -1.75990 -1.42236
C 0.15889 -2.01683 -1.67273
C -0.89019 -0.99858 -1.16727
C -1.80088 -1.55628 -0.06761
C -2.88514 -2.49072 -0.62903
C -3.21676 -3.70687 0.25544
C -2.93035 -5.04299 -0.39473
O -1.52554 -5.15938 -0.62788
C -0.91430 -6.25458 0.00728
C 2.19236 -0.48662 -2.12710
C 2.03689 0.87392 -1.42531
C 1.65572 2.01968 -2.36287
C 0.21991 1.91310 -2.88188
C -0.11636 2.95504 -3.94870
O -1.42813 3.50348 -3.71865
C -2.46564 2.74868 -4.15741
C -3.38450 2.28896 -3.08320
O -2.60289 2.53597 -5.28896
B 1.95609 -1.76443 0.14865
O 1.23364 -0.92411 0.98534
O 2.88964 -2.61914 0.68236
C 2.43437 -3.72625 1.45018
H 6.36670 -1.69653 -1.32449
H 6.36947 -3.45822 -1.23626
H 7.76509 -2.59658 -1.93364
H 5.88086 -1.72156 -3.66462
H 6.64936 -3.29153 -3.90860
H 3.85903 -1.82318 -4.14042
H 3.78328 -3.42977 -4.90230
H 1.67105 -2.49177 -3.80728
H 2.71401 -5.20691 -3.99171
H 1.61874 -5.05185 -2.60657
H 0.95462 -4.45209 -5.53503
H -0.04320 -3.92467 -4.17330
H 0.01193 -6.42755 -3.44956
H 0.48042 -6.75534 -5.13965
H -2.08662 -5.67166 -3.95914
H -1.87867 -6.97304 -5.11742
H -2.34299 -5.55737 -6.65441
H -4.00592 -3.02414 -4.80699
H -1.29718 -2.87084 -6.79369
H -1.50610 -2.15950 -5.34312
H 0.02403 -2.15428 -2.75099
H -0.07153 -2.99793 -1.23091
H -1.52737 -0.72658 -2.02151
H -0.44509 -0.06626 -0.82623
H -2.24341 -0.70663 0.46692
H -1.20063 -2.11524 0.66104
H -3.80639 -1.91622 -0.77569
H -2.55359 -2.84437 -1.61525
H -2.60142 -3.67140 1.16625
H -4.26752 -3.67834 0.56314
H -3.44971 -5.14207 -1.35879
H -3.25510 -5.86641 0.25619
H 0.14648 -6.24199 -0.26160
H -0.99869 -6.18266 1.10132
H -1.34820 -7.21091 -0.31632
H 1.73799 -0.42411 -3.12827
H 3.26133 -0.67073 -2.29134
H 1.27833 0.82126 -0.64236
H 2.99076 1.12939 -0.94571
H 2.35200 2.05093 -3.21371
H 1.74271 2.95846 -1.80316
H -0.47665 2.05628 -2.04592
H 0.03360 0.90336 -3.26914
H 0.56887 3.80604 -3.89007
H -0.08679 2.55174 -4.96654
H -4.25676 2.95044 -3.02940
H -3.74728 1.28877 -3.33555
H -2.90736 2.28275 -2.10465
H 1.78800 -0.43081 1.60787
H 3.30857 -4.31636 1.73555
H 1.91025 -3.39912 2.35538
H 1.77066 -4.36052 0.85272
C -4.57886 4.22860 3.39921
C -3.53294 3.45535 2.57259
C -2.10139 3.70562 3.06528
C -1.50876 5.05539 2.67196
C -1.61767 5.26299 1.16431
C -3.05071 5.13269 0.64577
N -3.59688 3.80514 1.11379
O -3.27257 2.83178 0.35117
C -3.89026 6.33064 1.10054
C -3.06713 5.09507 -0.87241
C -3.85069 1.97160 2.71076
H -4.87074 5.17397 2.96283
H -5.48798 3.63398 3.49245
H -4.20186 4.42499 4.40334
H -1.46154 2.91682 2.65677
H -2.09412 3.58254 4.15124
H -1.99708 5.86646 3.22006
H -0.45747 5.07250 2.96520
H -1.23360 6.24233 0.86908
H -0.99719 4.51264 0.66300
H -4.94460 6.17958 0.86464
H -3.54305 7.20882 0.55554
H -3.79739 6.55609 2.15871
H -2.40629 4.31919 -1.24516
H -2.73568 6.05387 -1.27368
H -4.07386 4.89352 -1.24151
H -4.80715 1.73379 2.24590
H -3.91501 1.74558 3.77776
H -3.08588 1.34410 2.26129
C 3.93422 2.65180 6.57564
C 2.61060 3.28543 6.10474
C 1.40203 2.77450 6.90409
C 0.93318 1.37113 6.53084
C 0.68028 1.27793 5.02870
C 1.90380 1.66887 4.19861
N 2.35559 3.03761 4.64405
O 1.69100 3.97471 4.08704
C 2.99343 0.59876 4.32828
C 1.54139 1.77347 2.72205
C 2.73277 4.79068 6.30537
H 4.24355 1.79539 5.99267
H 4.73852 3.38407 6.50376
H 3.85852 2.33886 7.61732
H 0.57174 3.46912 6.74305
H 1.65811 2.83015 7.96406
H 1.65980 0.62009 6.85279
H 0.00861 1.15052 7.06698
H 0.38544 0.26573 4.74018
H -0.14920 1.94156 4.76473
H 3.92217 0.93085 3.86247
H 2.65235 -0.29576 3.80569
H 3.20221 0.30583 5.35246
H 0.70293 2.44242 2.55538
H 1.26973 0.77710 2.36718
H 2.38844 2.13620 2.13843
H 3.49504 5.20864 5.64858
H 3.03159 4.96308 7.34166
H 1.79670 5.30820 6.11660
*
```

Properties
Calculated total energy ... -72570.0395 eV
Lowest unoccupied orbital energy (alpha / beta) ... 0.018 / 0.013 Ha
HOMO-LUMO gap (alpha / beta) ... 8.567 / 9.501 eV
HOMO (alpha / beta) ... -0.2965 / -0.3359 Ha
M ... 830.01 g mol⁻¹

=====

Formula: C43H90BrN5O16
Source: the Open Molecules 2025 dataset
Level of theory: ωB97M-V/def2-TZVPD

```
! wB97M-V def2-TZVPD RIJCOSX def2/J DEFGRID3
* xyz 0 1
C -5.18007 4.63549 0.12272
C -4.03850 3.77489 0.85985
C -3.58677 4.61545 2.15665
C -2.56558 5.78848 1.78397
C -1.08642 5.51703 2.35197
C -0.45544 4.33515 1.50578
C 0.58922 4.84167 0.38383
C 0.65188 3.75715 -0.77310
C 0.17885 4.08808 -2.12510
Br -0.51868 5.85728 -2.61402
C 0.22828 2.96986 -3.16972
C 0.73290 1.61089 -2.84740
O 0.73487 0.58566 -3.78885
C 0.95327 1.03525 -5.14410
C -0.44501 1.10896 -5.87559
N -1.19635 -0.18024 -5.73153
C -1.66783 -0.69384 -7.04051
C -3.22694 -0.40167 -7.27150
C -4.04163 -1.16501 -6.12947
O -3.44950 1.01782 -7.20411
C 1.23575 1.27390 -1.44186
N 1.66162 -0.03898 -1.23907
C 2.03180 -0.16986 0.07330
N 2.47150 -1.51901 0.49558
C 2.69645 -2.15894 -0.57366
O 2.50206 -2.85497 -1.49674
C 2.04382 0.89349 1.13699
C 2.50303 0.60282 2.63029
C 3.94778 -0.05762 2.75117
C 3.87701 -1.29001 3.76590
N 3.28735 -2.52334 3.19059
C 1.85736 -2.69045 3.52385
C 1.32324 -4.15806 3.39798
C 1.33669 -5.00684 4.62238
C 0.80072 -6.39052 4.57450
C 0.23511 -6.95431 3.33075
C 0.22455 -6.15362 2.07280
C 0.76657 -4.75083 2.13944
O 0.71983 -4.01534 0.93801
N 1.61946 2.16981 0.87732
C 1.18201 2.36489 -0.43920
H -5.97963 4.81161 0.90428
H -5.64961 4.08245 -0.73941
H -4.69260 5.59757 -0.21594
H -4.41233 2.74462 1.12233
H -3.14708 3.70098 0.15982
H -4.52779 5.11544 2.55405
H -3.21272 3.92615 2.98111
H -2.98126 6.75261 2.19968
H -2.46381 5.79629 0.65755
H -0.44080 6.43381 2.36207
H -1.25062 5.14663 3.41292
H -1.22619 3.62384 1.08295
H 0.16158 3.71242 2.23176
H 0.17320 5.81734 0.00966
H 1.57325 4.97308 0.91006
H -0.14456 3.25290 -4.19258
H 1.59163 1.95613 -5.24224
H 1.53153 0.19778 -5.65834
H -1.13973 1.90910 -5.49690
H -0.23359 1.35839 -6.96484
H -0.58843 -0.91127 -5.35491
H -1.60150 -1.82891 -6.98163
H -1.03794 -0.38910 -7.92556
H -3.46497 -0.86374 -8.27872
H -3.38158 -1.50651 -5.27197
H -4.58587 -2.06551 -6.55530
H -4.76598 -0.42654 -5.67388
H -4.35843 1.15889 -7.53197
H 1.68431 0.04200 3.16401
H 2.56873 1.61105 3.15166
H 4.38619 -0.35523 1.74681
H 4.68268 0.70359 3.17105
H 3.34428 -0.96453 4.72751
H 4.95838 -1.54835 4.01472
H 3.84123 -3.35334 3.40476
H 1.62803 -2.27100 4.56215
H 1.26810 -2.06861 2.77219
H 1.75811 -4.56223 5.55874
H 0.82475 -6.99367 5.51877
H -0.20785 -7.98785 3.26258
H -0.16029 -6.53227 1.08939
H 1.36089 -4.40153 0.30389
C 1.82224 6.78712 4.68970
O 0.42688 6.53926 4.54404
H 2.34593 6.35251 3.83826
H 2.00610 7.86057 4.71656
H 2.18451 6.32422 5.61184
H -0.01330 6.93177 5.30705
C 2.71962 -4.50225 -4.66794
O 1.34368 -4.79346 -4.87011
H 3.29251 -4.91637 -5.49730
H 2.86472 -3.41989 -4.63330
H 3.05760 -4.95546 -3.73305
H 0.85979 -4.41737 -4.12511
C -2.67669 -8.35801 0.78434
O -2.84333 -7.94111 2.13213
H -3.00828 -9.39160 0.69466
H -3.27755 -7.72784 0.12367
H -1.62199 -8.29201 0.50243
H -2.54346 -7.02504 2.18673
C 5.26327 -6.50756 -7.45606
O 3.88699 -6.79833 -7.65668
H 5.83612 -6.92128 -8.28422
H 5.40833 -5.42424 -7.42173
H 5.60126 -6.96116 -6.52071
H 3.40563 -6.42115 -6.90901
C -7.85306 -0.21792 -4.16533
O -6.46837 -0.45900 -3.95627
H -8.00237 0.08544 -5.20086
H -8.42235 -1.13068 -3.97119
H -8.19509 0.58117 -3.50250
H -6.36088 -0.72537 -3.03591
C 4.94493 9.55490 5.70728
O 3.55065 9.31408 5.56542
H 5.46314 9.11881 4.85442
H 5.13498 10.63076 5.73328
H 5.30992 9.09088 6.62711
H 3.11435 9.70814 6.32985
C -3.29488 2.70331 6.40432
O -3.43449 2.77610 4.98930
H -3.90947 3.47907 6.85909
H -3.62818 1.72512 6.75646
H -2.24869 2.86338 6.67932
H -2.88186 2.08032 4.61445
C 1.52033 -2.14909 -9.31848
O 0.50884 -2.64878 -8.45456
H 1.10324 -1.33548 -9.91098
H 2.35994 -1.77202 -8.72824
H 1.86327 -2.94301 -9.98684
H 0.90061 -3.36611 -7.94148
C -4.15092 -0.89340 4.98764
O -4.81269 -0.23093 6.05698
H -3.07752 -0.87303 5.17462
H -4.48680 -1.93165 4.92922
H -4.36315 -0.38063 4.04570
H -5.75788 -0.26145 5.86972
C 6.47896 -9.65122 -8.88306
O 7.69025 -8.90579 -8.91139
H 6.25375 -9.91743 -7.85132
H 5.66487 -9.04376 -9.28629
H 6.59346 -10.56232 -9.47580
H 7.86706 -8.68272 -9.83249
C -5.52156 5.31099 9.08956
O -4.13211 5.07316 9.27424
H -5.68631 5.64057 8.06460
H -6.08256 4.38982 9.26690
H -5.85950 6.09006 9.77776
H -4.01154 4.78328 10.18568
C 4.91979 0.32757 6.98515
O 3.53314 0.05273 6.83881
H 5.45069 -0.08853 6.12971
H 5.07986 1.40812 7.02004
H 5.29329 -0.13435 7.90251
H 3.08640 0.43055 7.60532
*
```

Properties
Calculated total energy ... -156290.5210 eV
Lowest unoccupied orbital energy ... -0.018 Ha
HOMO-LUMO gap ... 7.373 eV
HOMO ... -0.2888 Ha
M ... 1013.12 g mol⁻¹

=====

Formula: C43H96FN4O11S10
Source: the Open Molecules 2025 dataset
Level of theory: ωB97M-V/def2-TZVPD

```
! wB97M-V def2-TZVPD RIJCOSX def2/J DEFGRID3
* xyz 1 1
C 10.19392 -1.17000 3.36152
O 9.02101 -1.24529 2.58605
C 9.16091 -0.53194 1.36678
C 8.16042 -1.06135 0.34305
C 6.72488 -0.55975 0.60921
C 5.66323 -1.63595 0.28121
C 4.79891 -1.31717 -0.97805
C 3.29587 -1.29366 -0.65844
C 2.44682 -1.35778 -1.95143
C 1.55273 -2.60454 -2.00938
C 0.38031 -2.51506 -0.99215
C -0.93834 -2.06949 -1.64411
C -2.12853 -2.95870 -1.25604
C -2.43370 -2.92311 0.26728
C -3.90200 -2.69370 0.64145
C -4.21675 -3.33723 1.98436
O -5.62249 -3.36043 2.21652
N -5.95380 -4.15582 3.36493
O -6.58555 -3.52725 4.10938
C -3.38363 -2.70338 3.11540
C -3.26355 -1.14502 3.09213
C -4.15718 -0.48285 4.18730
C -5.55696 -0.08985 3.68641
F -6.45752 -0.09303 4.75869
C -3.44998 -0.48531 1.71027
N -4.29453 -1.25948 0.77054
C -4.39413 -0.54092 -0.54970
C -5.55484 0.46684 -0.53067
C -5.08344 1.84661 -1.05352
S -5.11059 3.09092 0.26762
C -3.47754 3.63514 0.61329
S -3.21879 4.19062 2.12726
N -2.44218 3.64817 -0.31931
C -2.44336 3.46074 -1.69122
C -1.21037 3.57636 -2.15771
N -0.37643 3.88294 -1.07162
C -1.10208 3.92334 -0.03715
H 11.09962 -1.35205 2.76303
H 10.16294 -1.93161 4.13998
H 10.31447 -0.16352 3.79073
H 10.16371 -0.63452 0.94071
H 8.90999 0.52714 1.53676
H 8.48545 -0.73696 -0.64912
H 8.22414 -2.15280 0.37588
H 6.53051 0.31512 -0.01540
H 6.63365 -0.25798 1.65547
H 6.12180 -2.60902 0.09018
H 4.98382 -1.79925 1.12378
H 5.12400 -0.37296 -1.42133
H 4.94217 -2.11573 -1.71304
H 3.08747 -2.19091 -0.06070
H 3.04164 -0.43866 -0.02546
H 3.11002 -1.31044 -2.81912
H 1.81714 -0.45976 -2.01414
H 2.20280 -3.43922 -1.72512
H 1.17947 -2.77036 -3.02285
H 0.28207 -3.51854 -0.56482
H 0.72229 -1.82073 -0.22117
H -0.87881 -2.05324 -2.73469
H -1.16809 -1.04370 -1.31790
H -3.01543 -2.74713 -1.85739
H -1.83450 -3.97865 -1.51746
H -1.73773 -2.22513 0.74081
H -2.17435 -3.90945 0.65847
H -4.51968 -3.16951 -0.12565
H -3.88342 -4.37815 1.88185
H -2.39237 -3.15564 3.05694
H -3.81368 -2.97625 4.07925
H -2.24149 -0.92017 3.40212
H -3.60380 0.39476 4.52705
H -4.25931 -1.16708 5.03161
H -5.52357 0.94912 3.34822
H -5.98201 -0.78093 2.95430
H -3.85498 0.52383 1.83045
H -2.47230 -0.33873 1.25163
H -5.25031 -1.23240 1.13911
H -4.55113 -1.27722 -1.33078
H -3.41723 -0.08082 -0.71956
H -6.00059 0.55727 0.46545
H -6.31577 0.09598 -1.21112
H -5.81368 2.16226 -1.79947
H -4.12793 1.72336 -1.54812
H -3.30361 3.26240 -2.30617
H -0.92329 3.45363 -3.18743
H -0.69714 4.15569 0.93263
C -9.06677 -2.48869 -1.48498
S -7.46507 -3.17538 -1.89490
O -6.44473 -2.08648 -1.70603
C -7.75804 -3.31421 -3.65596
H -9.08043 -2.28515 -0.41329
H -9.22719 -1.56888 -2.03323
H -9.84196 -3.20985 -1.72820
H -8.00382 -2.33576 -4.06543
H -8.57594 -4.01175 -3.82949
H -6.84782 -3.69180 -4.12013
C 12.48613 1.47129 0.82883
S 11.09460 2.16691 -0.07422
O 10.64017 1.13829 -1.05163
C 12.05343 3.38232 -0.98457
H 12.11742 0.65232 1.44340
H 13.23047 1.09566 0.12610
H 12.92216 2.23800 1.46963
H 12.82598 2.88730 -1.56812
H 12.50346 4.08662 -0.28674
H 11.38010 3.91520 -1.65135
C -8.98760 2.21452 2.39086
S -9.06145 1.66167 0.68330
O -8.03742 2.43833 -0.07365
C -10.65944 2.38829 0.30908
H -8.03448 1.89662 2.81034
H -9.05910 3.30148 2.42983
H -9.80177 1.75937 2.95472
H -10.62319 3.46378 0.48232
H -11.42161 1.92757 0.93732
H -10.88454 2.19316 -0.73759
C -3.74923 -7.17938 -4.41831
S -4.33814 -6.93720 -2.73879
O -4.00601 -5.53583 -2.34501
C -3.13295 -8.01454 -1.95502
H -4.34814 -6.55718 -5.08033
H -2.70168 -6.88569 -4.48880
H -3.86939 -8.22623 -4.69644
H -2.12487 -7.66717 -2.18312
H -3.27237 -9.03424 -2.31327
H -3.29737 -7.98200 -0.87978
C -10.08941 -0.18990 -5.41157
S -11.37376 -0.84897 -4.34095
O -10.77090 -1.98287 -3.57649
C -12.37302 -1.56176 -5.65119
H -9.32905 0.27336 -4.78455
H -9.64298 -0.99685 -5.99360
H -10.51963 0.56115 -6.07351
H -11.77958 -2.28031 -6.21667
H -12.73198 -0.76742 -6.30543
H -13.22129 -2.06663 -5.19366
C 14.52230 6.75313 -4.38007
S 13.20844 6.01138 -3.40801
O 13.81030 4.88557 -2.63480
C 12.32290 5.28758 -4.79549
H 15.21884 7.23235 -3.69490
H 15.03985 5.98132 -4.95058
H 14.09897 7.50143 -5.04968
H 12.98019 4.60934 -5.34034
H 11.97006 6.08281 -5.45196
H 11.47101 4.73461 -4.40411
C -7.23176 -1.54283 8.87737
S -5.46232 -1.25781 9.02055
O -5.16346 -1.07234 10.45953
C -5.46719 0.36269 8.23532
H -7.45745 -2.50083 9.34132
H -7.77562 -0.74999 9.39131
H -7.51108 -1.57342 7.82338
H -6.12432 1.03677 8.78543
H -5.80506 0.26295 7.20282
H -4.45090 0.75256 8.25006
C 14.30911 8.52116 1.91224
S 14.87120 8.18503 0.23745
O 13.84233 8.71863 -0.69321
C 14.64600 6.40316 0.31968
H 14.33176 9.59801 2.06741
H 13.29019 8.15458 2.03961
H 14.97864 8.03726 2.62353
H 13.60590 6.17132 0.55202
H 15.30464 5.99017 1.08487
H 14.90312 5.97729 -0.64914
*
```

Properties
Calculated total energy ... -185684.8608 eV
Lowest unoccupied orbital energy ... -0.099 Ha
HOMO-LUMO gap ... 6.940 eV
HOMO ... -0.3536 Ha
M ... 1184.93 g mol⁻¹